Entry 1:
Formula: C21H23N5OPdS3
Source: the Open Molecules 2025 dataset
Level of theory: the ωB97M-V functional and the def2-TZVPD basis

The geometry in XYZ format:
```
54
Properties=species:S:1:pos:R:3:mulliken_charge:R:1
Pd 0.256 -1.036 -1.027 0.70
C 2.295 -3.899 -1.472 -0.87
C 1.940 -3.057 -2.652 0.67
N 1.212 -1.954 -2.619 0.12
C 1.048 -1.371 -3.871 -0.41
C 1.662 -2.045 -4.857 -0.13
S 2.446 -3.420 -4.218 -0.12
C 0.232 -0.161 -3.897 -0.03
C -0.084 0.650 -4.921 -0.24
S -1.046 1.937 -4.352 -0.12
C -0.990 1.347 -2.769 0.58
N -0.297 0.233 -2.682 0.10
C -1.661 2.033 -1.620 -1.05
H 1.823 -3.505 -0.581 -0.12
H 3.374 -3.914 -1.315 0.34
H 1.965 -4.929 -1.613 0.41
H 1.689 -1.820 -5.914 0.45
H 0.201 0.572 -5.961 0.46
H -2.456 2.699 -1.953 0.52
H -0.936 2.635 -1.068 0.26
H -2.086 1.291 -0.945 0.11
C 3.256 -0.539 2.082 -0.99
C 2.423 -1.097 1.142 -0.22
N 1.518 -0.344 0.487 0.21
C 1.401 0.952 0.762 0.06
C 2.181 1.582 1.713 0.23
C 3.142 0.819 2.355 -0.38
C 2.042 3.036 1.966 -0.80
C 0.933 3.717 2.184 -0.74
C -0.445 3.200 2.365 1.18
C -1.493 4.085 2.515 -0.74
C -2.759 3.559 2.705 -0.23
N -2.983 2.241 2.771 -0.54
C -1.891 1.488 2.641 -0.66
N -0.633 1.875 2.426 -0.27
H 3.988 -1.156 2.587 0.45
H 2.477 -2.144 0.891 0.34
H 0.671 1.513 0.192 0.28
H 3.798 1.284 3.083 0.55
H 2.978 3.591 1.982 0.46
H 1.037 4.790 2.316 0.37
H -1.333 5.156 2.487 0.41
H -3.621 4.208 2.815 0.46
H -2.044 0.415 2.732 0.81
C -1.830 -3.612 1.110 -0.94
S -1.734 -1.898 1.497 0.48
C -3.438 -1.558 1.761 -1.15
O -1.453 -1.173 0.154 -0.52
H -1.967 -4.167 2.041 0.44
H -0.877 -3.888 0.661 0.25
H -2.654 -3.786 0.419 0.33
H -3.679 -1.863 2.782 0.45
H -4.040 -2.096 1.030 0.39
H -3.560 -0.482 1.656 0.39
```

The value obtained for the total energy is -67618.5578 eV. The relative energy (zero: lowest compared OMol25 entry of this formula, charge and spin) comes out at 1.639 eV. The total charge is +2. The LUMO energy is -7.735 eV.

***

Entry 2:
Formula: C21H23N5PbS2Se4Si
Source: the Open Molecules 2025 dataset
Level of theory: the ωB97M-V functional and the def2-TZVPD basis

The geometry in XYZ format:
```
57
Properties=species:S:1:pos:R:3:mulliken_charge:R:1
Pb 3.432 1.095 -0.776 0.98
N 2.521 1.561 3.882 -0.53
C 2.847 1.183 2.596 0.21
S 3.972 2.167 1.755 -0.54
N 2.220 0.077 2.245 -0.76
N 2.409 -0.368 0.990 0.62
C 1.649 -1.330 0.594 0.27
C 0.474 -1.840 1.355 0.17
C 0.524 -2.194 2.702 -0.13
C -0.627 -2.598 3.363 -0.76
C -1.845 -2.643 2.697 -0.42
C -1.905 -2.281 1.359 -0.98
C -0.754 -1.883 0.696 0.21
C 1.921 -1.919 -0.746 0.07
C 1.471 -3.197 -1.076 -0.72
C 1.853 -3.749 -2.285 -0.59
C 2.665 -3.024 -3.142 -0.87
C 3.065 -1.757 -2.748 0.27
N 2.693 -1.232 -1.584 0.39
H 2.718 2.531 4.068 0.24
H 1.601 1.251 4.158 0.28
H 1.467 -2.145 3.226 0.44
H -0.576 -2.864 4.412 0.37
H -2.744 -2.945 3.221 0.36
H -2.853 -2.285 0.835 0.44
H -0.809 -1.567 -0.341 0.40
H 0.856 -3.748 -0.378 0.50
H 1.531 -4.750 -2.549 0.39
H 3.000 -3.427 -4.087 0.42
H 3.692 -1.129 -3.375 -0.29
Se 5.829 -0.476 -0.492 -0.47
Se 7.023 0.784 -2.055 -0.24
Se 6.123 0.186 -4.135 -0.21
Se 4.023 1.181 -4.285 -0.59
C -4.844 2.073 -0.870 -1.22
Si -3.322 2.191 0.254 0.04
C -3.650 0.970 1.632 -0.73
C -3.340 3.960 0.864 -1.05
C -1.862 1.707 -0.805 0.60
C -2.029 1.300 -2.115 0.10
C -0.932 0.922 -2.891 -1.24
C 0.307 0.981 -2.289 0.12
N 0.526 1.361 -1.026 -0.02
C -0.531 1.737 -0.257 -0.43
S -0.296 2.252 1.365 -0.45
H -5.743 2.332 -0.302 0.30
H -4.983 1.063 -1.269 0.30
H -4.775 2.763 -1.717 0.30
H -4.625 1.140 2.101 0.41
H -2.868 1.043 2.389 0.27
H -3.632 -0.048 1.236 0.04
H -4.362 4.284 1.092 0.31
H -2.933 4.622 0.094 0.33
H -2.716 4.066 1.749 0.29
H -3.022 1.290 -2.556 0.28
H -1.033 0.609 -3.922 0.41
H 1.199 0.717 -2.856 0.12
```

The value obtained for the total energy is -325787.5012 eV. The relative energy (zero: lowest compared OMol25 entry of this formula, charge and spin) comes out at 0.151 eV. The total charge is -2. The LUMO energy is 4.331 eV.

***

Entry 3:
Formula: C21H24AgCl5GeO4
Source: the Open Molecules 2025 dataset
Level of theory: the ωB97M-V functional and the def2-TZVPD basis

The geometry in XYZ format:
```
56
Properties=species:S:1:pos:R:3:mulliken_charge:R:1
Ag 0.236 -0.367 -0.493 0.19
Cl -6.774 0.212 -0.625 -0.19
C -5.137 -0.278 -0.450 0.41
C -4.210 0.567 0.154 -0.11
Cl -4.700 2.112 0.722 -0.20
C -2.892 0.157 0.310 0.74
Cl -1.726 1.226 1.009 -0.16
C -2.448 -1.114 -0.107 -0.57
O -1.234 -1.567 0.099 -0.61
C -3.402 -1.933 -0.741 0.40
Cl -2.874 -3.472 -1.290 -0.17
C -4.719 -1.530 -0.905 0.11
Cl -5.845 -2.572 -1.675 -0.19
O 3.726 2.434 -1.789 -0.47
C 3.334 2.298 -3.078 0.90
C 4.056 2.887 -4.114 -0.77
C 3.637 2.761 -5.425 -0.48
C 2.484 2.051 -5.730 -0.68
C 1.762 1.470 -4.706 -0.38
C 2.173 1.574 -3.378 0.11
C 1.334 0.898 -2.351 1.42
O 0.160 0.566 -2.626 -0.78
O 1.834 0.630 -1.194 -0.91
H 4.511 2.986 -1.748 0.30
H 4.954 3.449 -3.882 0.27
H 4.218 3.223 -6.214 0.38
H 2.155 1.956 -6.756 0.39
H 0.856 0.916 -4.905 0.41
C -2.564 -3.777 2.750 -1.41
C -1.201 -3.123 2.956 0.28
C -1.309 -1.616 3.164 -0.16
C 0.038 -0.905 3.229 -0.95
Ge 1.255 -1.076 1.662 0.37
C 2.178 -2.768 1.158 -0.80
C 3.186 -3.256 2.200 -0.85
C 2.540 -3.798 3.473 0.38
C 3.562 -4.442 4.405 -1.55
H -2.464 -4.856 2.631 0.39
H -3.044 -3.382 1.852 0.18
H -3.222 -3.589 3.600 0.35
H -0.586 -3.307 2.070 -0.18
H -0.697 -3.578 3.814 0.42
H -1.858 -1.414 4.090 0.64
H -1.897 -1.196 2.347 -0.38
H 0.635 -1.266 4.074 0.54
H -0.103 0.168 3.367 0.49
H 2.367 -0.023 1.891 -0.04
H 2.689 -2.525 0.224 0.42
H 1.443 -3.544 0.940 0.44
H 3.878 -2.448 2.459 0.31
H 3.782 -4.051 1.743 0.40
H 1.777 -4.533 3.204 0.25
H 2.033 -2.982 3.996 -0.02
H 4.047 -5.288 3.915 0.35
H 3.088 -4.808 5.316 0.41
H 4.335 -3.725 4.686 0.34
```

The value obtained for the total energy is -153483.1048 eV. The relative energy (zero: lowest compared OMol25 entry of this formula, charge and spin) comes out at 1.259 eV. The total charge is 0. The LUMO energy is -1.360 eV.

***

Entry 4:
Formula: C21H24AsIrO3S4Sb
Source: the Open Molecules 2025 dataset
Level of theory: the ωB97M-V functional and the def2-TZVPD basis

The geometry in XYZ format:
```
55
Properties=species:S:1:pos:R:3:mulliken_charge:R:1
Ir 1.733 -1.972 0.691 1.76
S 2.371 -6.362 2.770 -0.72
Sb 3.559 -4.439 2.566 0.23
S 1.925 -2.562 2.855 -0.39
S 3.093 -3.728 0.221 -0.57
O -0.289 -1.034 1.390 -0.67
As -1.141 0.166 0.646 1.16
C -1.218 1.700 1.815 0.00
C -1.612 1.464 3.129 -0.37
C -1.643 2.508 4.040 -0.68
C -1.274 3.787 3.643 -0.42
C -0.867 4.019 2.338 -0.63
C -0.837 2.975 1.421 -0.31
C -2.977 -0.403 0.425 0.36
C -4.045 0.272 1.001 0.03
C -5.340 -0.197 0.819 -0.70
C -5.566 -1.336 0.062 -0.40
C -4.497 -2.011 -0.515 -0.78
C -3.205 -1.546 -0.335 -0.27
C -0.665 0.858 -1.100 0.19
C 0.489 0.503 -1.787 -0.38
C 0.745 1.076 -3.027 -0.65
C -0.142 1.989 -3.576 -0.42
C -1.299 2.338 -2.889 -0.70
C -1.561 1.772 -1.652 -0.42
H -1.867 0.459 3.443 0.49
H -1.942 2.321 5.064 0.38
H -1.292 4.601 4.357 0.37
H -0.562 5.011 2.031 0.39
H -0.502 3.156 0.408 0.38
H -3.873 1.164 1.592 0.35
H -6.171 0.329 1.272 0.39
H -6.575 -1.703 -0.075 0.36
H -4.670 -2.906 -1.099 0.41
H -2.372 -2.086 -0.769 0.16
H 1.205 -0.186 -1.365 0.39
H 1.650 0.794 -3.548 0.49
H 0.063 2.432 -4.543 0.37
H -1.996 3.048 -3.317 0.38
H -2.468 2.040 -1.120 0.48
C 5.228 -0.809 -0.065 -0.70
S 4.658 -1.507 -1.621 0.41
C 5.597 -0.378 -2.675 -1.00
O 3.243 -1.071 -1.782 -0.55
H 6.303 -0.969 0.023 0.45
H 4.697 -1.329 0.728 0.10
H 4.961 0.247 -0.047 0.24
H 6.667 -0.529 -2.524 0.39
H 5.307 0.644 -2.434 0.27
H 5.335 -0.612 -3.706 0.32
C 0.541 -2.825 -0.762 -0.96
H 0.064 -3.716 -0.355 0.32
H 1.129 -3.093 -1.640 0.54
H -0.221 -2.096 -1.045 -0.13
O 2.124 -0.271 0.624 -0.78
```

The value obtained for the total energy is -141864.7809 eV. The relative energy (zero: lowest compared OMol25 entry of this formula, charge and spin) comes out at 0.834 eV. The total charge is -1. The LUMO energy is 2.286 eV.

***

Entry 5:
Formula: C21H24BN7PdS
Source: the Open Molecules 2025 dataset
Level of theory: the ωB97M-V functional and the def2-TZVPD basis

The geometry in XYZ format:
```
55
Properties=species:S:1:pos:R:3:lowdin_spin:R:1
Pd 0.300 -0.249 -0.039 1.45
B 2.762 -3.147 -0.705 0.20
N 1.700 -2.778 -1.706 0.11
C 1.700 -3.290 -2.963 0.03
C 0.649 -2.749 -3.661 0.02
C 0.014 -1.906 -2.735 0.08
N 0.662 -1.937 -1.574 0.06
N 2.854 -2.275 0.514 0.13
C 3.747 -2.457 1.520 0.04
C 3.539 -1.495 2.478 0.03
C 2.472 -0.723 1.974 0.10
N 2.090 -1.221 0.799 0.08
H 3.825 -3.167 -1.256 0.12
H 2.640 -4.297 -0.380 0.14
H 2.438 -3.999 -3.277 0.00
H 0.381 -2.916 -4.683 0.00
H -0.871 -1.304 -2.860 0.00
H 4.459 -3.258 1.498 0.00
H 4.059 -1.357 3.402 0.00
H 2.439 1.072 3.129 0.01
S -0.908 4.500 1.483 0.13
C -0.121 4.244 3.002 0.00
C 0.586 3.102 3.043 0.04
C 0.499 2.326 1.823 0.05
C -0.287 3.026 0.845 0.26
C -0.484 2.689 -0.534 0.02
C -1.359 3.453 -1.335 0.06
C -1.430 3.217 -2.688 0.00
C -0.601 2.252 -3.258 0.06
C 0.201 1.506 -2.412 0.01
N 0.228 1.688 -1.094 0.17
H -0.237 4.977 3.778 0.00
H 1.150 2.795 3.906 0.00
H -1.972 4.216 -0.879 0.00
H -2.105 3.785 -3.308 0.00
H -0.588 2.075 -4.321 0.00
H 0.877 0.751 -2.807 0.00
C -0.230 -1.186 3.073 0.01
C 0.740 -0.165 3.664 0.03
C 1.732 0.412 2.605 0.05
N 0.999 1.137 1.600 0.42
H -1.083 -1.288 3.740 0.00
H 0.234 -2.166 2.975 0.00
H -0.615 -0.860 2.083 0.00
H 1.323 -0.617 4.469 0.00
H 0.174 0.671 4.078 0.00
C -4.960 -0.983 -1.877 0.00
C -4.274 0.266 -1.300 0.00
C -2.974 -0.004 -0.787 0.01
N -1.914 -0.218 -0.397 0.05
H -5.964 -0.720 -2.199 0.00
H -5.038 -1.775 -1.137 0.00
H -4.412 -1.365 -2.734 0.00
H -4.887 0.685 -0.497 0.00
H -4.162 1.029 -2.079 0.00
```

Its spin multiplicity is 5. The value obtained for the total energy is -47571.7662 eV. The relative energy (zero: lowest compared OMol25 entry of this formula, charge and spin) comes out at 0.833 eV. As for the expectation value of S²: 6.052. The total charge is +2. The LUMO energy (alpha / beta) is -5.722 / -9.446 eV.

***

Entry 6:
Formula: C21H24BrN4OPt
Source: the Open Molecules 2025 dataset
Level of theory: the ωB97M-V functional and the def2-TZVPD basis

The geometry in XYZ format:
```
52
Properties=species:S:1:pos:R:3:mulliken_charge:R:1
Pt 0.011 -0.280 0.085 1.92
C -2.824 -0.778 1.033 -0.96
N -2.058 -0.073 -0.028 -0.08
C -2.454 -0.627 -1.364 -0.97
C -2.328 1.382 -0.055 1.32
C -3.627 1.859 -0.063 -0.62
C -3.862 3.210 -0.249 -0.96
C -2.788 4.061 -0.469 -0.87
C -1.486 3.594 -0.448 -0.87
C -1.231 2.242 -0.193 0.17
N 0.022 1.657 -0.096 -0.52
C 1.253 2.239 0.178 0.38
C 1.468 3.568 0.551 -1.07
C 2.756 4.024 0.774 -1.00
C 3.847 3.175 0.655 -0.88
C 3.639 1.835 0.366 -0.77
C 2.352 1.374 0.163 1.12
N 2.078 -0.065 -0.066 -0.08
C 2.832 -0.911 0.905 -0.99
C 2.471 -0.439 -1.456 -0.98
H -3.888 -0.734 0.809 0.48
H -2.630 -0.301 1.990 0.34
H -2.503 -1.817 1.055 0.32
H -3.518 -0.450 -1.514 0.41
H -2.237 -1.690 -1.396 0.45
H -1.899 -0.102 -2.142 0.37
H -4.462 1.181 0.054 0.35
H -4.874 3.589 -0.253 0.43
H -2.966 5.110 -0.667 0.41
H -0.671 4.266 -0.661 0.69
H 0.629 4.231 0.691 0.62
H 2.909 5.057 1.056 0.42
H 4.850 3.545 0.813 0.42
H 4.483 1.161 0.316 0.37
H 3.900 -0.826 0.715 0.47
H 2.520 -1.944 0.778 0.35
H 2.613 -0.569 1.913 0.35
H 3.545 -0.291 -1.571 0.40
H 1.946 0.208 -2.158 0.38
H 2.216 -1.480 -1.633 0.41
O -0.067 -2.489 4.906 -0.50
C -0.032 -1.340 4.213 0.57
C 0.010 -0.080 4.813 -0.57
C 0.046 1.027 3.996 -0.95
N 0.041 0.941 2.658 -0.16
C 0.002 -0.241 2.133 -0.01
Br 0.039 -2.750 -0.262 -0.51
C -0.037 -1.442 2.824 -0.26
H -0.066 -2.319 5.856 0.33
H 0.015 0.031 5.890 0.41
H 0.079 2.026 4.411 0.49
H -0.067 -2.408 2.348 0.43
```

The value obtained for the total energy is -103458.3317 eV. The relative energy (zero: lowest compared OMol25 entry of this formula, charge and spin) comes out at 0.000 eV. The total charge is +1. The LUMO energy (alpha / beta) is -4.002 / -4.002 eV.

***

Entry 7:
Formula: C21H24BrN5PtS
Source: the Open Molecules 2025 dataset
Level of theory: the ωB97M-V functional and the def2-TZVPD basis

The geometry in XYZ format:
```
53
Properties=species:S:1:pos:R:3:mulliken_charge:R:1
Pt 0.841 -1.290 -0.125 0.68
Br 2.871 5.553 -2.600 -0.12
C 2.513 3.732 -2.364 -0.07
C 1.483 3.329 -1.529 -0.69
C 1.223 1.980 -1.354 0.57
C 1.979 1.023 -2.013 0.75
C 3.035 1.438 -2.829 -0.55
C 3.294 2.781 -3.011 -0.92
N 1.710 -0.377 -1.816 -0.27
C 2.234 -1.233 -2.614 0.00
C 2.235 -2.632 -2.227 0.44
C 2.733 -3.642 -3.026 -0.81
C 2.655 -4.954 -2.580 -0.26
C 2.069 -5.206 -1.354 -0.81
C 1.598 -4.148 -0.594 0.28
N 1.695 -2.883 -1.011 -0.12
H 0.885 4.070 -1.017 0.43
H 0.420 1.690 -0.705 -0.09
H 3.696 0.733 -3.312 0.28
H 4.115 3.092 -3.642 0.43
H 2.744 -0.939 -3.523 0.44
H 3.165 -3.400 -3.987 0.40
H 3.038 -5.763 -3.186 0.47
H 1.975 -6.212 -0.971 0.41
H 1.141 -4.311 0.372 0.35
C -2.437 -1.706 2.871 -0.93
N -1.313 -0.893 3.336 0.35
C -1.388 0.130 4.257 -0.22
C -0.126 0.570 4.473 -0.62
N 0.688 -0.193 3.673 0.11
C -0.038 -1.082 2.977 -0.15
S 0.595 -2.314 1.938 -0.39
H -3.359 -1.190 3.121 0.36
H -2.419 -2.676 3.363 0.34
H -2.363 -1.845 1.796 0.36
H -2.322 0.445 4.689 0.54
H 0.252 1.339 5.123 0.46
H 1.694 -0.141 3.614 0.24
C -2.380 2.886 -0.520 -1.71
C -2.719 1.681 0.372 2.22
C -4.017 1.002 -0.091 -1.64
C -2.810 2.103 1.844 -1.42
C -1.618 0.708 0.241 0.03
N -0.751 -0.035 0.139 -0.64
H -3.194 3.606 -0.443 0.49
H -2.279 2.593 -1.564 0.44
H -1.460 3.376 -0.198 0.27
H -4.834 1.715 0.021 0.43
H -4.246 0.123 0.512 0.35
H -3.961 0.708 -1.138 0.41
H -3.568 2.881 1.933 0.49
H -1.864 2.509 2.206 0.37
H -3.109 1.268 2.475 0.22
```

The value obtained for the total energy is -113728.9406 eV. The relative energy (zero: lowest compared OMol25 entry of this formula, charge and spin) comes out at 0.000 eV. The total charge is +2. The LUMO energy is -6.877 eV.

***

Entry 8:
Formula: C21H24CeN
Source: the Open Molecules 2025 dataset
Level of theory: the ωB97M-V functional and the def2-TZVPD basis

The geometry in XYZ format:
```
47
Properties=species:S:1:pos:R:3:mulliken_charge:R:1
C -0.548 -3.480 -0.613 1.55
C -1.985 -3.438 -1.095 -1.55
C 0.392 -4.155 -1.583 -1.40
C -0.502 -4.182 0.736 -1.77
H 0.191 -5.230 -1.531 0.46
H 1.443 -4.005 -1.323 0.17
H 0.257 -3.838 -2.618 0.34
H -2.394 -4.475 -1.071 0.48
H -2.110 -3.081 -2.131 0.26
H -2.637 -2.824 -0.439 0.36
H -1.007 -5.164 0.620 0.52
H -1.028 -3.643 1.543 0.34
H 0.520 -4.395 1.077 0.31
C -0.066 1.024 -1.929 -0.07
C 0.664 -0.094 -2.455 -1.15
C -0.299 -1.105 -2.779 -0.21
H 1.737 -0.151 -2.646 0.59
C -1.603 -0.615 -2.443 -0.82
C -1.452 0.697 -1.911 -0.40
H -2.284 1.324 -1.593 0.44
H 0.373 1.971 -1.631 0.46
H -0.082 -2.059 -3.272 0.65
H -2.549 -1.137 -2.604 0.55
C 1.270 -0.516 2.124 -0.59
C 1.923 0.182 1.063 -0.35
C 2.399 -0.778 0.111 -0.85
H 2.067 1.259 0.999 0.60
C 2.050 -2.076 0.608 -0.38
C 1.360 -1.912 1.855 -0.74
H 1.012 -2.718 2.501 0.57
H 0.800 -0.083 3.014 0.44
H 2.964 -0.572 -0.798 0.59
H 2.294 -3.029 0.139 0.71
Ce -0.221 -0.926 -0.137 0.71
N -0.679 1.331 0.769 -0.28
C -0.494 2.460 1.046 0.39
C -0.335 3.824 1.351 0.38
C -0.343 4.277 2.683 -0.43
C -0.161 5.630 2.960 -0.57
C -0.022 6.546 1.910 -0.32
C -0.042 6.110 0.575 -0.61
C -0.221 4.753 0.301 -0.33
H -0.453 3.531 3.474 0.44
H -0.150 5.970 4.004 0.38
H 0.133 7.606 2.125 0.39
H 0.066 6.813 -0.261 0.39
H -0.249 4.370 -0.724 0.38
```

The value obtained for the total energy is -36577.4542 eV. The total charge is +1. The LUMO energy (alpha / beta) is -4.026 / -4.027 eV.

***

- Look up the total charge of the fifth one.
  +2

***

- The lowest total charge belongs to which entry?
  C21H23N5PbS2Se4Si

***

- What is the total charge in the seventh record?
  +2

***

- total charge of number 5 (C21H24BN7PdS)?
  +2